--- P ---
ORCA calculation (wB97M-V/def2-TZVPD) on a molecular structure, C27H27CrN14O3S2.

Positions of all 74 atoms, in Å:
Cr: 0.11158 0.60190 0.92753
N: -0.96762 2.19320 3.84263
C: -0.09642 2.85280 3.02283
N: 0.40018 4.05500 3.27553
N: 1.24238 4.28440 2.26993
N: 1.26058 3.30260 1.45483
N: 0.42318 2.34720 1.88173
C: -1.54372 1.00900 3.49603
N: -2.39972 0.31980 4.24203
N: -2.68642 -0.75530 3.50873
N: -2.05232 -0.73500 2.40053
N: -1.29352 0.37040 2.33593
H: -1.28602 2.66620 4.67013
S: -0.33632 -1.49330 -0.26387
C: 0.86978 -2.40260 0.63783
N: 1.11338 -3.67420 0.39343
N: 0.45888 -4.18780 -0.64437
C: 0.39208 -5.50100 -0.97097
C: -0.39522 -5.87280 -2.07307
C: -0.51662 -7.19650 -2.43057
C: 0.14388 -8.18190 -1.70817
C: 0.93448 -7.82080 -0.62487
C: 1.06508 -6.50020 -0.25147
N: 1.56148 -1.80750 1.59653
N: 1.39828 -0.51810 1.77123
C: 2.12978 -0.05100 2.87193
C: 2.03698 -0.71840 4.09483
C: 2.75318 -0.26270 5.18443
C: 3.58428 0.84020 5.05693
C: 3.69958 1.48650 3.83483
C: 2.97838 1.04820 2.74153
H: -0.12022 -3.52190 -1.17077
H: -0.91232 -5.10230 -2.62747
H: -1.13812 -7.46580 -3.27567
H: 0.03648 -9.22110 -1.98737
H: 1.44768 -8.59390 -0.06697
H: 1.66758 -6.21290 0.59463
H: 1.38648 -1.57810 4.17173
H: 2.67078 -0.78370 6.12913
H: 4.15368 1.19200 5.90563
H: 4.36348 2.33260 3.72783
H: 3.06678 1.53310 1.77903
N: -1.88762 1.22530 -0.34287
C: -2.67802 2.38510 -0.60717
C: -2.06822 3.48560 -1.20387
C: -2.83162 4.58480 -1.55417
C: -4.18882 4.58100 -1.30757
C: -4.79622 3.51220 -0.68747
C: -4.04142 2.40680 -0.32667
S: -5.23562 5.83240 -2.08277
O: -6.39002 6.00310 -1.20457
O: -4.41032 7.02650 -2.22897
O: -5.55412 5.17280 -3.35217
H: -1.44422 0.92410 -1.21507
H: -2.48102 0.46400 -0.00607
H: -1.00432 3.44170 -1.39647
H: -2.40132 5.45070 -2.03237
H: -5.86142 3.55900 -0.51647
H: -4.50912 1.54820 0.14103
C: 0.81998 -0.27050 -3.84907
C: 1.96148 0.49930 -3.16567
C: 2.38208 1.70720 -4.00617
C: 3.14778 -0.44800 -2.93237
C: 1.46368 0.92190 -1.85657
C: 1.03788 1.10310 -0.73677
H: 1.17488 -0.77910 -4.74617
H: 0.01538 0.40950 -4.12377
H: 0.41248 -1.01100 -3.16197
H: 2.68228 1.40130 -5.00887
H: 3.21178 2.22690 -3.53057
H: 1.55368 2.40800 -4.08527
H: 3.48128 -0.89850 -3.86887
H: 2.85298 -1.24000 -2.24567
H: 3.98038 0.09050 -2.48307

Computed properties:
LUMO level (alpha / beta): 2.70 / 2.29 eV
HOMO (alpha / beta): -3.492 / -3.498 eV
Net charge: -2
Multiplicity: 4
Kohn-Sham gap (alpha / beta): 6.1960 / 5.7920 eV
<S²>: 4.06


--- Q ---
ORCA calculation (wB97M-V/def2-TZVPD) on a molecular structure, C27H27CrN14O3S2.

Positions of all 74 atoms, in Å:
Cr: 0.09366 -1.38871 0.67873
N: -1.51108 -2.45243 3.45343
C: -1.54738 -1.08485 3.19723
N: -2.12559 -0.19216 3.95598
N: -1.87496 1.00717 3.32991
N: -1.18090 0.82199 2.26049
N: -0.97316 -0.53337 2.13984
C: -0.41208 -3.20829 3.05050
N: -0.02837 -4.31817 3.63283
N: 1.09452 -4.69293 2.94571
N: 1.35124 -3.84006 2.00798
N: 0.38757 -2.87161 2.05983
H: -1.89682 -2.72506 4.33723
S: 1.80891 -1.91234 -0.97300
C: 1.33758 -0.57300 -1.96072
N: 1.98091 -0.32476 -3.09350
N: 1.67567 0.81622 -3.72163
C: 1.46972 2.12970 -3.22023
C: 1.57971 2.48175 -1.87776
C: 1.41394 3.80390 -1.48696
C: 1.14484 4.80006 -2.42163
C: 1.05415 4.44958 -3.76254
C: 1.21421 3.12740 -4.15890
N: 0.23529 0.24125 -1.71752
N: -0.42544 -0.03075 -0.71608
C: -1.66739 0.74214 -0.67548
C: -2.82347 0.13421 -0.21410
C: -4.00643 0.85671 -0.17654
C: -4.04004 2.17765 -0.60077
C: -2.87605 2.77633 -1.07413
C: -1.69116 2.05916 -1.11589
H: 1.89675 0.76233 -4.69039
H: 1.80125 1.72946 -1.13315
H: 1.49904 4.05219 -0.43238
H: 1.00603 5.82789 -2.10679
H: 0.86040 5.20973 -4.51216
H: 1.14120 2.85991 -5.21090
H: -2.79685 -0.90308 0.08517
H: -4.90631 0.37995 0.19620
H: -4.96636 2.74053 -0.55706
H: -2.88350 3.80860 -1.40331
H: -0.77686 2.51697 -1.47718
N: 2.02357 -0.53371 1.77149
C: 2.41385 0.73438 2.34253
C: 2.45673 0.93340 3.71174
C: 2.91306 2.14697 4.23144
C: 3.32360 3.17268 3.37566
C: 3.23756 2.97323 2.00001
C: 2.78216 1.76739 1.49236
S: 4.07797 4.67631 3.99903
O: 3.41484 5.73969 3.26190
O: 3.80118 4.66523 5.42703
O: 5.48480 4.51974 3.66157
H: 2.12404 -1.28784 2.43053
H: 2.60722 -0.75903 0.98197
H: 2.14252 0.13311 4.37519
H: 2.97902 2.31358 5.30095
H: 3.54134 3.77521 1.33186
H: 2.73667 1.60583 0.41895
C: -3.46685 -3.90190 -2.61615
C: -2.12840 -4.39452 -2.05320
C: -2.30457 -5.77937 -1.41255
C: -1.08972 -4.47948 -3.18341
C: -1.62408 -3.43815 -1.04189
C: -1.15143 -2.64993 -0.23877
H: -3.81803 -4.57631 -3.40958
H: -3.35882 -2.89573 -3.03219
H: -4.22503 -3.86453 -1.82767
H: -2.60588 -6.51742 -2.16928
H: -3.06880 -5.74435 -0.63112
H: -1.36805 -6.10546 -0.95214
H: -1.42488 -5.18333 -3.96048
H: -0.12426 -4.81256 -2.78978
H: -0.93772 -3.49435 -3.63633

Computed properties:
LUMO level (alpha / beta): 3.02 / 2.79 eV
HOMO (alpha / beta): -3.428 / -3.353 eV
Net charge: -2
Multiplicity: 4
Kohn-Sham gap (alpha / beta): 6.4518 / 6.1387 eV
<S²>: 3.83


Stability verdict: P, ahead by 0.237 eV


--- P ---
ORCA calculation (wB97M-V/def2-TZVPD) on a gas-phase ion, C4H5N2O4S (charge -1).

Positions of all 16 atoms, in Å:
C: -0.47701 -0.80660 0.28653
C: -0.00242 0.27096 -0.24494
C: 0.17226 2.28260 2.81889
C: 0.39191 0.41070 -1.67717
N: 0.05989 1.46187 0.52661
N: 0.17253 1.59002 1.86432
O: 1.17719 -2.47221 -0.75060
O: 0.09524 2.88887 3.80898
O: -1.19573 -2.26657 -1.78855
O: -0.78488 -3.51830 0.28693
S: -0.32690 -2.46191 -0.55118
H: 0.64970 1.41105 -1.95655
H: -0.54383 -0.03735 -2.10466
H: 1.18016 -0.26120 -1.74283
H: 0.26095 2.23778 -0.06152
H: -0.82906 -0.72969 1.28572

Computed properties:
LUMO level: 2.83 eV
HOMO: -4.704 eV
Net charge: -1
Multiplicity: 1
Kohn-Sham gap: 7.5385 eV


--- Q ---
ORCA calculation (wB97M-V/def2-TZVPD) on 2 unconnected molecules or ions with the total composition C4H5N2O4S.

Positions of all 16 atoms, in Å:
C: 1.85981 -0.90850 1.59876
C: 1.65101 1.30036 -1.17570
C: -1.74123 0.81800 -0.65173
C: -0.48529 1.09827 0.28093
N: 1.51752 -1.59721 0.69474
N: 0.73194 0.99949 -0.46186
O: 2.22818 -0.22583 2.50740
O: 2.59309 1.52440 -1.85471
O: 0.22344 -3.28571 -0.97330
O: -1.08801 -2.18289 0.78023
S: -0.11183 -2.03524 -0.31445
H: -2.53903 0.75651 0.06571
H: -1.88161 1.56044 -1.31261
H: -1.87890 -0.26352 -1.11383
H: -0.53289 2.07788 0.78685
H: -0.54620 0.36354 1.14357

Computed properties:
LUMO level: 3.34 eV
HOMO: -4.954 eV
Net charge: -1
Multiplicity: 1
Kohn-Sham gap: 8.2929 eV


Stability verdict: Q, ahead by 2.086 eV


--- P ---
ORCA calculation (wB97M-V/def2-TZVPD) on 2 unconnected molecules or ions with the total composition C10H16O2.

Positions of all 28 atoms, in Å:
C: 1.09362 2.27924 -1.48136
C: 0.07965 1.16371 -1.33202
C: 0.95295 3.32309 -0.38757
O: 2.39975 1.70474 -1.45428
H: 0.93175 2.81668 -2.42319
H: 0.48838 0.16482 -1.15450
H: 1.20358 2.90340 0.58067
H: 1.62977 4.16898 -0.56788
H: -0.04846 3.75986 -0.36944
H: 3.04835 2.42512 -1.41537
H: -0.40510 0.95604 -2.28917
H: -0.66098 1.29492 -0.54712
C: 1.78870 -1.18806 2.14226
C: -0.81581 -2.10967 -0.43018
C: 0.37586 -2.07310 0.27923
C: -1.86808 -1.29599 -0.03338
C: 0.51262 -1.19595 1.35284
C: -1.77780 -0.43014 1.03888
C: -0.53994 -0.36293 1.69088
O: -3.06936 -1.45949 -0.70828
H: -0.93073 -2.73050 -1.31444
H: 1.13458 -2.82174 0.13639
H: -3.45139 -0.59728 -0.91011
H: -2.64487 0.09940 1.38718
H: 2.10279 -2.20365 2.37917
H: 1.73222 -0.60384 3.06438
H: -0.40541 0.38183 2.46730
H: 2.63360 -0.76360 1.59813

Computed properties:
LUMO level: 0.79 eV
HOMO: -8.599 eV
Net charge: 0
Multiplicity: 1
Kohn-Sham gap: 9.3881 eV


--- Q ---
ORCA calculation (wB97M-V/def2-TZVPD) on 2 unconnected molecules or ions with the total composition C10H16O2.

Positions of all 28 atoms, in Å:
C: -1.08586 -2.30658 -4.03602
C: -0.38981 0.53901 -1.09339
C: -1.43360 -0.38659 -0.94355
C: 0.42141 0.64902 -2.22721
C: -1.61007 -1.30001 -1.89091
C: 0.26152 -0.29941 -3.21004
C: -0.80774 -1.28161 -3.03518
O: -0.17892 1.49035 -0.21830
H: -2.07907 -0.41502 -0.03836
H: -0.53453 1.48604 0.67924
H: 1.32970 1.41919 -2.16962
H: -2.46247 -2.02031 -1.84547
H: 0.89120 -0.39260 -4.03808
H: -1.77797 -2.99579 -3.59996
H: -0.10212 -2.72877 -4.28618
H: -1.48124 -1.82423 -4.81558
C: 0.69587 1.08466 2.82908
C: 0.78537 1.35866 4.30033
C: 1.93333 0.43493 2.11333
O: -0.26131 0.03642 2.80377
H: 0.30920 1.94052 2.29441
H: 0.43668 0.45906 4.98208
H: 1.68597 -0.63302 1.87776
H: 1.85642 0.99580 1.12717
H: 2.77910 0.70731 2.70811
H: -1.07107 0.25533 2.43845
H: 0.08011 2.17256 4.59171
H: 1.80989 1.55507 4.70240

Computed properties:
LUMO level: 0.62 eV
HOMO: -7.897 eV
Net charge: 0
Multiplicity: 1
Kohn-Sham gap: 8.5167 eV


--- R ---
ORCA calculation (wB97M-V/def2-TZVPD) on 2 unconnected molecules or ions with the total composition C10H16O2.

Positions of all 28 atoms, in Å:
C: 0.73988 1.53078 -3.80472
C: -1.16667 -0.56050 -0.54182
C: 0.09722 -0.93667 -0.96039
C: -1.75873 0.52705 -1.18769
C: 0.78073 -0.20946 -1.93988
C: -1.15076 1.16071 -2.24082
C: 0.18168 0.86003 -2.57309
O: -1.85534 -1.27823 0.39251
H: 0.44692 -1.94267 -0.73812
H: -1.88289 -2.22100 0.18157
H: -2.76795 0.73638 -0.86815
H: 1.81509 -0.43632 -2.16983
H: -1.64631 1.95549 -2.78017
H: 1.63885 1.06002 -4.20240
H: 0.91436 2.59240 -3.64056
H: 0.02474 1.39944 -4.59138
C: 0.61705 -0.48930 2.67679
C: 1.35175 -1.06153 3.84649
C: -0.06107 0.88775 2.92176
O: 1.58980 -0.30556 1.61417
H: -0.06624 -1.19203 2.19616
H: 0.68524 -1.19285 4.70218
H: 0.70367 1.56238 2.54076
H: -0.98863 0.96256 2.36798
H: -0.11168 1.05353 3.99737
H: 1.24222 -0.42060 0.72095
H: 2.26480 -0.53261 4.11738
H: 1.68345 -2.08350 3.66803

Computed properties:
LUMO level: 0.66 eV
HOMO: -8.900 eV
Net charge: 0
Multiplicity: 1
Kohn-Sham gap: 9.5601 eV


Stability verdict: P, ahead by 0.332 eV


--- P ---
ORCA calculation (wB97M-V/def2-TZVPD) on a single C8H21NSi molecule.

Positions of all 31 atoms, in Å:
C: -1.00560 -1.64461 2.22423
C: 0.87000 0.02604 2.24380
C: -1.41862 0.63987 1.53622
C: -1.16003 1.22892 -1.82187
C: 1.18863 1.62893 -0.98364
C: 0.75914 0.02912 -2.94006
C: -0.42723 -0.39793 1.49715
C: 0.15801 0.54865 -1.55927
N: 1.64338 -2.16624 0.19565
Si: -0.08324 -0.94346 -0.28616
H: -2.06288 -1.80517 2.11311
H: -0.52826 -2.52224 1.90077
H: -0.87405 -1.34885 3.26289
H: 1.36128 0.86112 1.76940
H: 1.45619 -0.78034 2.46475
H: 0.51778 0.27456 3.32901
H: -1.55380 1.21123 0.57566
H: -2.48769 0.17997 1.63825
H: -1.31018 1.51736 2.22380
H: -1.91280 0.48343 -1.37013
H: -1.37911 2.15917 -1.27918
H: -1.31914 1.41615 -2.85066
H: 0.71638 1.96448 0.03478
H: 1.25357 2.60431 -1.65834
H: 2.23446 1.20690 -0.78322
H: 0.14961 -0.58667 -3.52015
H: 0.95094 0.86799 -3.59993
H: 1.73563 -0.34879 -2.70968
H: 1.35037 -2.84502 -0.49794
H: 2.36969 -1.68384 -0.26323
H: -1.19246 -1.77503 -0.88600

Computed properties:
LUMO level: 0.71 eV
HOMO: -9.342 eV
Net charge: 0
Multiplicity: 1
Kohn-Sham gap: 10.0547 eV


--- Q ---
ORCA calculation (wB97M-V/def2-TZVPD) on a single C8H21NSi molecule.

Positions of all 31 atoms, in Å:
C: -3.66578 -1.22902 0.82646
C: 2.89270 0.49245 -0.25027
C: 1.36798 -0.63681 1.41855
C: 2.01365 -1.73471 -0.75336
C: 0.08451 2.98505 -0.46009
C: -2.68456 -0.20872 0.15743
C: -1.41731 -0.92859 -0.49632
C: 1.70674 -0.46566 -0.09910
N: -0.12595 1.67004 0.21007
Si: 0.13794 0.29158 -0.80057
H: -4.60619 -0.66014 0.85221
H: -3.68162 -2.25787 0.43030
H: -3.43864 -1.29790 1.93042
H: 3.48508 0.15674 -1.04840
H: 2.61930 1.45977 -0.37773
H: 3.60035 0.50622 0.64083
H: 0.61188 -1.38003 1.54894
H: 1.02562 0.32103 1.83444
H: 2.32465 -0.84417 1.91066
H: 1.22826 -2.44195 -0.43176
H: 2.10673 -1.54027 -1.81318
H: 2.94877 -2.17654 -0.30656
H: 1.09252 2.77598 -1.00567
H: -0.63876 3.20815 -1.31001
H: 0.06236 3.83964 0.24654
H: -3.16203 0.22620 -0.71727
H: -2.36556 0.47470 0.85164
H: -1.55695 -1.18601 -1.56855
H: -1.33872 -1.89191 -0.05895
H: -0.91518 1.59814 0.81053
H: 0.28819 0.87460 -2.17123

Computed properties:
LUMO level: 0.90 eV
HOMO: -8.633 eV
Net charge: 0
Multiplicity: 1
Kohn-Sham gap: 9.5341 eV


Stability verdict: Q, ahead by 1.035 eV